[1]
Density functional theory data (ωB97M-V/def2-TZVPD) for 9 unconnected molecules or ions with the total composition C53H122N6O9 in a non-equilibrium geometry.

Total energy ... -3097.960775 Ha
Relative energy (zero: lowest compared OMol25 entry of this formula, charge and spin) ... 195.07 kJ/mol
E_LUMO ... 0.0185 hartree
SMILES ... CC1(C)CCCC(C)(C)N1O.CC1(C)CCCC(C)(C)N1O.CC1(C)CCCC(C)(C)N1O.CC1(C)CCCC(C)(C)N1O.COC[C@H](C)N.COC[C@H](C)N.CC(C)O.CC(C)O.CC(C)O

Structure (XYZ):
```
190
Properties=species:S:1:pos:R:3:forces:R:3
C 9.860265 10.438545 18.441295 1.16 -0.58 -0.74
C 9.908365 11.934955 18.326085 -0.64 0.21 1.23
C 9.890445 12.261915 16.871425 0.66 0.59 -1.21
C 8.601595 12.476345 19.039195 1.76 0.95 0.81
C 8.790265 13.926825 19.550545 -0.83 -0.55 -1.57
C 10.083285 14.104405 20.326525 -1.12 0.29 -0.26
C 11.353985 13.693455 19.594495 0.49 0.36 -0.20
C 11.722565 14.763145 18.496025 -0.01 0.06 0.60
C 12.498475 13.701615 20.722485 -0.89 -0.99 -1.44
N 11.193095 12.341505 18.993215 -2.65 1.00 4.10
O 12.315885 12.013225 18.319475 0.47 -0.31 -1.34
H 9.083365 10.027325 17.796765 -0.48 -0.17 0.64
H 10.772015 10.098305 17.950325 0.24 -0.32 0.13
H 9.921665 10.117085 19.481005 -0.51 -0.15 -0.16
H 9.105965 11.696505 16.368435 -0.11 0.33 -0.11
H 9.882795 13.324765 16.629795 -0.77 0.21 0.18
H 10.836605 11.994675 16.400805 -0.07 -0.60 -0.10
H 7.743515 12.347095 18.379585 0.10 0.09 -0.08
H 8.401125 11.938135 19.965615 0.13 -0.65 -0.17
H 8.718275 14.602935 18.698605 0.49 0.21 -0.26
H 7.888355 14.205935 20.095305 0.18 -0.03 0.59
H 9.964805 13.585965 21.277995 0.31 -0.16 0.09
H 10.115625 15.174815 20.529675 0.44 0.05 0.33
H 11.002735 14.923965 17.693475 -0.32 -0.49 0.04
H 12.677585 14.544595 18.018255 0.04 -0.07 0.10
H 11.786775 15.749165 18.956175 0.25 0.07 0.26
H 13.488075 13.693375 20.265625 0.01 0.52 0.07
H 12.466005 12.753775 21.259745 -0.34 -0.03 0.09
H 12.304915 14.505715 21.432465 0.34 0.16 -0.23
H 12.100155 12.527445 17.538035 1.72 -0.05 -1.39
C 9.733035 18.991025 10.430435 -0.37 -0.37 0.65
C 9.814295 17.991245 9.231035 -0.28 1.62 1.02
C 8.362275 17.688905 8.691545 1.22 0.33 -0.16
C 10.599195 18.669455 8.082165 2.14 -0.04 0.28
C 12.187545 18.678275 8.284385 -1.58 -0.13 0.42
C 12.678735 17.277185 8.606815 -0.86 1.18 0.96
C 11.968465 16.631765 9.871585 0.13 0.44 -1.67
C 12.382905 15.199485 9.783405 -0.62 -2.30 -0.34
C 12.498965 17.122565 11.208055 0.01 1.08 0.63
N 10.488885 16.780135 9.669275 1.87 -0.37 -2.33
O 9.794435 16.090095 10.608505 -0.68 -0.20 2.09
H 9.223615 18.562745 11.293665 -0.54 -0.50 -0.21
H 10.689925 19.183955 10.915455 0.33 0.42 -0.71
H 9.188955 19.916625 10.242465 0.23 0.11 -0.35
H 8.476365 16.923275 7.924145 -0.26 -0.31 0.19
H 7.600235 17.445545 9.431935 0.36 -0.28 0.14
H 8.001605 18.570865 8.162245 0.08 0.22 0.08
H 10.375385 18.161385 7.144155 -0.03 0.04 -0.11
H 10.387325 19.735755 8.003425 -0.79 -0.15 -0.07
H 12.716265 19.080615 7.420285 -0.29 -0.16 -0.36
H 12.447395 19.392785 9.065445 -0.14 -0.05 0.38
H 13.747445 17.385245 8.791945 0.14 -0.70 -0.07
H 12.425435 16.701165 7.716785 0.39 -0.52 0.20
H 11.964345 14.588085 10.582845 0.38 0.17 0.57
H 13.457815 15.047295 9.685865 0.15 0.36 0.57
H 12.015405 14.629025 8.930415 -0.38 0.61 -0.59
H 12.407705 18.207575 11.258325 0.13 0.08 0.24
H 13.530425 16.867345 11.451075 0.26 -0.02 -0.73
H 12.005985 16.698985 12.083065 -0.64 -0.08 -0.25
H 9.234665 15.464115 10.143315 -0.37 -0.55 -0.59
C 11.882985 8.848465 10.021245 0.66 0.91 -1.08
C 13.246305 9.495175 9.617045 -0.28 0.18 1.30
C 13.402085 9.652225 8.094105 -0.28 0.12 0.37
C 13.183345 10.871745 10.347495 0.51 0.34 -0.84
C 14.521105 11.525445 10.390545 1.73 -0.35 0.32
C 15.568435 10.650285 11.164465 0.23 0.59 -1.51
C 15.720505 9.215045 10.570045 -0.90 -0.49 -0.78
C 16.645985 9.172955 9.309725 -0.25 1.63 0.29
C 16.389465 8.349395 11.626305 -0.13 -0.17 0.30
N 14.320955 8.705585 10.226445 0.71 1.50 2.45
O 14.299855 7.395385 9.824095 0.25 -0.57 -0.52
H 11.910195 8.803335 11.109965 -0.36 -0.50 -0.18
H 11.164285 9.596535 9.686625 -0.40 0.03 0.30
H 11.608105 7.943165 9.479965 0.36 -0.28 0.43
H 13.374225 8.659365 7.645155 0.02 0.04 -0.24
H 12.582185 10.244365 7.687615 -0.17 -0.13 -0.05
H 14.319215 10.165865 7.805745 0.00 -0.12 0.08
H 12.587305 11.545055 9.731465 -0.60 -0.19 0.10
H 12.805255 10.882995 11.369755 -0.39 -0.65 -0.08
H 14.849425 11.677375 9.362335 0.35 -0.12 -0.17
H 14.474945 12.541795 10.781705 -0.05 -0.02 0.41
H 15.447275 10.699405 12.246595 -0.66 -0.48 0.02
H 16.555535 11.097245 11.046315 0.15 0.23 -0.15
H 16.134725 9.702885 8.506055 0.11 -0.30 -0.29
H 17.072905 8.232455 8.961445 -0.54 -0.26 0.27
H 17.498655 9.815545 9.529105 0.26 -0.06 0.07
H 15.824835 8.417645 12.556165 -0.09 -0.44 -0.01
H 17.393455 8.704655 11.858455 0.05 0.45 -0.16
H 16.559095 7.324515 11.296235 -0.49 -0.09 0.09
H 14.610935 7.454905 8.917845 0.21 -0.67 -0.61
C 16.429625 17.150425 14.358215 1.16 -0.01 -0.48
C 17.179135 16.202695 13.312905 -0.64 0.87 0.58
C 16.186895 15.701115 12.292185 -0.26 -0.51 -0.51
C 18.309055 17.017495 12.573525 -0.77 -0.78 0.38
C 19.341115 16.150615 11.793875 -1.55 -0.08 2.05
C 19.863315 15.087995 12.794185 -0.63 0.14 0.16
C 18.759405 14.212565 13.586925 1.54 -0.12 -1.23
C 18.183425 13.159235 12.645715 -0.64 0.08 -0.68
C 19.486595 13.376045 14.678945 0.02 1.00 0.18
N 17.749655 15.136475 14.152485 2.74 0.35 -0.58
O 16.839785 14.447615 14.931835 -1.02 -0.73 -0.88
H 17.031515 17.098215 15.265465 -0.26 -0.15 0.18
H 16.468735 18.210585 14.107935 -0.06 0.02 -0.61
H 15.386035 16.910905 14.562275 0.18 -0.32 -0.10
H 16.681635 15.129295 11.507095 -0.03 -0.12 0.03
H 15.455405 15.054285 12.776565 -0.15 -0.03 -0.07
H 15.670445 16.506055 11.769265 -0.07 0.19 0.25
H 17.760015 17.652675 11.878405 0.08 0.27 0.04
H 18.742915 17.644225 13.352675 0.51 0.06 -0.20
H 18.810615 15.643765 10.987785 0.18 0.14 -0.28
H 20.119115 16.810565 11.410125 0.13 -0.33 -0.09
H 20.438345 15.610535 13.558635 0.20 -0.03 0.05
H 20.533605 14.469615 12.197175 0.05 -0.57 0.50
H 18.028195 13.577885 11.651375 -0.29 -0.06 -0.05
H 17.233975 12.799825 13.042525 -0.14 -0.04 -0.14
H 18.806885 12.279275 12.487365 0.30 0.11 0.29
H 20.034325 14.030835 15.356705 -0.41 0.14 0.46
H 20.279635 12.723405 14.313905 -0.26 0.00 -0.67
H 18.762385 12.741935 15.190335 0.05 0.16 0.24
H 16.909935 14.864065 15.793955 -0.05 0.23 0.81
C 10.586225 21.191165 15.283855 -1.08 1.06 -0.34
O 9.733815 20.061385 15.270725 1.00 -0.07 -0.29
C 10.219795 19.007545 14.450145 -0.93 -0.60 0.21
C 9.243315 17.812205 14.640365 2.88 0.01 1.25
C 9.393335 17.242605 16.115085 -0.59 0.61 -1.28
N 9.668345 16.758355 13.708735 -0.66 -0.38 -0.23
H 10.633495 21.618845 14.282375 0.42 -0.13 -0.31
H 11.585315 21.121275 15.714015 0.09 -0.79 -0.03
H 10.076425 21.973545 15.846055 -0.12 -0.17 0.28
H 10.277725 19.185065 13.376255 -0.55 0.95 -0.33
H 11.267585 18.789935 14.657225 0.11 -0.48 0.72
H 8.226185 18.165615 14.471105 -0.03 0.03 0.06
H 9.205445 18.026755 16.848515 -0.73 -0.15 0.00
H 10.377435 16.877695 16.409155 0.25 -0.13 -0.79
H 8.697045 16.404165 16.097965 -0.11 0.01 0.83
H 10.128845 17.081315 12.869845 0.36 0.56 0.03
H 8.851205 16.353035 13.275035 -0.26 -0.35 0.20
C 7.841225 13.449405 13.444125 1.20 -0.25 -0.19
O 7.870585 12.965305 12.096525 -1.67 0.24 0.42
C 9.082145 12.777795 11.405975 0.40 0.71 -0.10
C 8.728435 12.754185 9.907645 -0.77 -0.89 -0.50
C 9.801955 12.434695 8.852035 0.50 -0.89 0.91
N 7.984145 13.942185 9.455995 0.53 0.13 0.61
H 8.345385 12.800895 14.160605 0.53 -0.38 -0.22
H 6.844535 13.490275 13.883515 -0.31 0.25 -0.91
H 8.358345 14.408075 13.484645 -0.20 0.15 0.17
H 9.782695 13.594855 11.578415 0.16 0.24 0.30
H 9.511135 11.850395 11.785445 0.43 -0.21 -0.48
H 8.017115 11.929805 9.857475 -0.12 -0.39 0.00
H 9.614805 12.742765 7.823365 -0.42 0.56 0.28
H 9.829755 11.347735 8.775685 0.39 -0.15 0.10
H 10.795885 12.774715 9.142905 -0.03 0.12 -0.07
H 7.525265 13.576605 8.633885 -0.23 0.62 -0.35
H 7.254535 14.100545 10.136205 -0.32 0.11 0.17
C 15.905985 11.901215 16.943565 1.06 -1.23 0.03
C 15.794695 11.275135 15.568875 -0.41 -0.49 0.41
C 14.929135 10.017105 15.597445 0.68 0.27 0.03
O 15.172305 12.156985 14.685075 -0.89 0.64 -0.96
H 16.681225 12.667275 16.959565 -0.60 0.66 -0.03
H 16.377965 11.117225 17.535755 -0.23 -0.12 0.52
H 14.921055 12.123185 17.354365 0.18 0.41 0.07
H 16.782275 11.073125 15.154165 0.34 -0.35 0.21
H 15.082145 9.451875 14.678085 -0.24 -0.07 0.02
H 13.888375 10.325405 15.696775 -0.05 -0.15 0.02
H 15.223185 9.409355 16.453175 -0.15 -0.16 -0.08
H 15.709785 12.952375 14.694035 0.28 0.73 -0.24
C 15.449305 15.657495 19.095435 -0.65 -0.90 0.30
C 15.960685 16.434415 17.903435 1.36 1.43 0.76
C 16.857365 17.650675 18.293695 -1.90 0.66 1.00
O 16.936575 15.671895 17.258605 0.50 -1.92 -1.11
H 14.504185 15.950555 19.552575 0.28 0.83 0.13
H 16.231475 15.505805 19.839275 0.02 0.45 0.25
H 15.182565 14.632395 18.838285 0.19 -0.14 -0.72
H 15.175135 16.669875 17.185405 0.10 0.08 0.00
H 16.241175 18.339095 18.872045 0.12 0.41 0.07
H 17.336215 18.204805 17.486395 -0.31 -0.36 -0.26
H 17.635425 17.322045 18.982705 0.06 -0.24 0.01
H 17.638415 15.560725 17.904095 0.27 -0.25 -0.15
C 13.198655 15.454075 15.069215 -1.12 0.31 -0.89
C 12.276395 14.223395 14.903465 -0.01 -0.45 -0.27
C 12.099185 13.693055 13.471405 0.98 0.28 -0.37
O 12.744585 13.197565 15.762415 -0.61 -0.07 0.33
H 14.155835 15.223665 15.536985 -0.06 -0.24 -0.21
H 12.722895 16.268605 15.615385 -0.11 -0.15 0.41
H 13.326675 15.886615 14.076935 0.50 0.04 -0.12
H 11.233835 14.398745 15.168815 0.13 0.54 0.61
H 11.606005 12.721295 13.448015 -0.51 0.23 0.22
H 13.022685 13.499035 12.925875 0.59 0.09 0.26
H 11.609865 14.450195 12.858695 -0.49 -0.12 0.11
H 13.556465 12.864115 15.373475 0.68 -0.46 -0.17
```
Positions in Å, forces in eV/Å.

[2]
Density functional theory data (ωB97M-V/def2-TZVPD) for a molecular structure, C4H9Cl6Hg2O in a non-equilibrium geometry.

Total charge ... +3
Total energy ... -3299.566128 Ha
Relative energy (zero: lowest compared OMol25 entry of this formula, charge and spin) ... 307.79 kJ/mol
E_LUMO ... -0.5985 hartree

Structure (XYZ):
```
22
Properties=species:S:1:pos:R:3:forces:R:3
Hg -32.851127 2.779255 -6.356334 -0.42 0.96 1.19
Hg -29.245857 3.851455 -5.784965 -1.38 0.64 0.45
C -31.462815 5.630312 -4.352679 2.27 0.44 1.33
O -31.474927 4.583334 -5.287313 1.33 -1.60 -1.93
H -31.009639 5.281772 -3.424640 -0.93 -0.26 0.61
H -30.682911 6.344009 -4.618140 -0.55 0.60 -0.70
H -32.415047 6.139590 -4.204385 -0.24 -0.32 -0.23
C -33.336213 2.692813 -2.120654 0.43 1.01 2.52
Cl -33.073583 1.768088 -3.585532 0.27 -0.50 -1.42
Cl -32.089471 2.275778 -0.859732 -1.07 0.14 -1.30
H -33.293578 3.776447 -2.230253 0.22 -0.20 -0.58
H -34.334905 2.470467 -1.744770 0.12 -0.47 -0.08
C -31.400283 9.937910 -3.311820 -0.32 0.47 1.42
Cl -31.470298 9.001181 -1.799408 -0.10 -0.10 -0.66
Cl -31.726643 9.107974 -4.797049 0.31 -0.40 -0.26
H -32.228141 10.644293 -3.250402 -0.02 0.29 0.20
H -30.466810 10.495896 -3.238489 0.09 -0.16 -0.67
C -34.563088 6.998420 -6.425023 -0.97 -0.60 1.19
Cl -33.623806 6.105892 -7.626646 0.78 -0.61 -0.47
Cl -34.636149 8.693821 -6.718227 0.15 0.19 -0.44
H -35.549107 6.535807 -6.468027 -0.02 0.38 0.03
H -34.127842 6.812832 -5.443077 0.05 0.09 -0.19
```
Positions in Å, forces in eV/Å.

| no. | frontier orbital gap (eV) |
| --- | --- |
| 1 | 8.20 |
| 2 | 2.21 |